23
Properties=species:S:1:pos:R:3:forces:R:3:mulliken_charge:R:1 method="wB97M-V/def2-TZVPD" homo_energy_ev=-7.62 de_lowest_kcal_mol=37.4 orbital_gap_ev=8.445 e_tot_ev=-20829.452
C 1.09117 -0.84812 -1.53705 -0.8389 -3.0119 -0.1704 -0.36
C 2.80446 0.76587 -0.71348 -1.2545 1.1016 1.4418 -0.29
C 0.40229 -0.26679 -0.58781 4.4728 4.3781 2.0830 -0.20
C 1.67457 1.02860 -0.02593 -2.7581 -3.4995 -1.7244 -0.26
C -1.66036 -1.56895 -0.51974 1.6075 -1.7028 1.9748 -1.83
C -1.62382 0.89145 -0.30813 -0.2966 -0.1675 1.5114 -1.66
C -0.77396 -0.67237 1.60263 -0.9210 -1.1270 -2.5097 -1.49
C -0.90805 -0.40376 0.03589 -0.3928 0.4820 1.2193 2.05
N 1.43698 1.79866 1.09217 0.2087 1.8024 0.3169 -0.45
S 2.68891 -0.41991 -1.89120 0.9280 -1.1018 -1.3823 -0.18
H 0.81365 -1.89629 -1.77358 0.0023 0.8929 -0.7956 0.21
H 3.75794 1.21157 -0.54533 0.4302 0.4738 0.0072 0.38
H -2.43921 -1.71255 0.24252 -0.1687 -0.5691 -0.7191 0.44
H -2.03723 -1.39012 -1.48053 -0.5576 -0.0482 -1.4539 0.39
H -0.88762 -2.42553 -0.47200 -1.7330 0.7538 -0.3555 0.39
H -1.41632 1.06402 -1.34999 -0.1815 0.6733 -0.3291 0.41
H -2.70371 0.71278 -0.14234 0.3992 0.6203 0.0140 0.44
H -1.18908 1.64841 0.39255 -0.7859 -0.0997 -0.9562 0.29
H -1.71394 -0.52083 2.18848 0.7461 -0.4342 -0.6516 0.36
H -0.35298 -1.69278 1.54574 -0.5846 0.1858 0.9997 0.40
H -0.01215 -0.06018 1.92199 1.5659 1.5206 1.2354 0.47
H 0.70813 2.54273 0.92651 1.2526 -1.0617 0.3280 0.25
H 2.34033 2.21408 1.39863 -1.1401 -0.0610 -0.0836 0.25